Molecular formula: C57H73Cl3N7O3SeSi2Ti
Method: DFT, wB97M-V/def2-TZVPD

Each line ends with the Mulliken charge.
CARTESIAN COORDINATES (ANGSTROEM)
Ti 0.60801 -0.57493 0.98732  -0.872
C -4.08559 1.01063 6.21343  -1.578
C -4.70781 0.47244 4.91777  2.044
C -5.30653 1.64561 4.12767  -1.397
C -5.84550 -0.47726 5.29201  -2.314
C -3.62933 -0.21084 4.07569  -0.263
C -2.51595 0.53701 3.67136  -0.545
C -1.54638 -0.04133 2.87092  -0.092
N -0.39956 0.52043 2.34002  1.118
C 0.03661 1.85226 2.41763  -0.296
C -0.61003 3.01316 2.78088  -0.670
C 0.09189 4.22882 2.87723  0.309
C 1.44453 4.21766 2.62103  -0.502
C 2.13290 3.07913 2.14894  -0.744
C 1.37292 1.94765 1.93530  0.396
O 1.80365 0.84216 1.29513  0.098
C 3.64451 3.20682 1.89656  2.694
C 4.32809 3.47069 3.24530  -1.928
C 3.90687 4.38158 0.94274  -2.038
C 4.29471 1.96776 1.27226  -1.560
C -0.67741 5.49862 3.24753  2.335
C -1.71022 5.78731 2.14974  -1.576
C -1.40877 5.30891 4.58279  -1.603
C 0.23853 6.71538 3.37068  -2.428
C -1.63402 -1.41436 2.52890  0.045
O -0.58475 -1.84167 1.80274  -0.080
C -2.72330 -2.17707 2.91225  0.112
C -3.71552 -1.53226 3.67659  -0.497
C -2.91520 -3.67190 2.60711  2.252
C -4.25054 -3.87440 1.87598  -1.627
C -1.81710 -4.29234 1.73612  -2.052
C -2.93689 -4.44533 3.93383  -1.732
H -4.85268 1.47636 6.83943  0.459
H -3.31841 1.75910 6.00893  0.218
H -3.61922 0.20210 6.78006  0.334
H -6.06976 2.15895 4.72037  0.451
H -5.76784 1.28890 3.20350  0.324
H -4.53845 2.37334 3.85913  0.123
H -6.59142 0.06193 5.88134  0.454
H -5.48580 -1.31671 5.89121  0.392
H -6.34396 -0.87680 4.40606  0.372
H -2.39307 1.55632 4.00394  0.645
H -1.66826 2.98446 3.00105  0.392
H 2.01606 5.12408 2.76447  0.449
H 3.95631 4.38522 3.71399  0.292
H 5.40816 3.57281 3.10353  0.483
H 4.14756 2.64078 3.93196  0.345
H 3.56404 5.33327 1.35462  0.307
H 3.39512 4.21432 -0.00853  0.325
H 4.97952 4.46941 0.74531  0.522
H 4.19957 1.09702 1.92264  0.033
H 5.36113 2.17444 1.13103  0.694
H 3.85296 1.73318 0.30168  -0.053
H -2.43526 4.97402 2.07468  0.124
H -1.21057 5.88723 1.18325  0.282
H -2.25593 6.71275 2.35924  0.511
H -2.13365 4.49397 4.53135  0.166
H -1.94765 6.22067 4.85887  0.466
H -0.69797 5.07303 5.37773  0.356
H 0.77827 6.90618 2.44111  0.393
H 0.96987 6.58697 4.17186  0.382
H -0.36064 7.60053 3.59990  0.458
H -4.57279 -2.11634 3.98017  0.434
H -4.24650 -3.33484 0.92469  0.225
H -5.10243 -3.52191 2.45960  0.256
H -4.40154 -4.93728 1.66493  0.486
H -1.76552 -3.82375 0.75104  0.196
H -2.05018 -5.35375 1.59879  0.582
H -0.83118 -4.21102 2.18954  0.220
H -3.70220 -4.06538 4.61318  0.273
H -1.96982 -4.35719 4.43326  0.354
H -3.13693 -5.50506 3.74917  0.478
C 2.88741 -10.18860 -8.52470  -0.841
O 1.60169 -9.73577 -8.13628  -0.470
C 1.53956 -8.74385 -7.20816  1.000
C 2.65199 -8.15583 -6.61450  -0.492
C 2.47554 -7.14578 -5.67826  -0.806
C 1.20966 -6.71021 -5.32033  0.259
C 0.10476 -7.31220 -5.91989  -0.452
C 0.26135 -8.31726 -6.85320  -0.755
C 1.08881 -5.62980 -4.32590  0.217
N 2.10040 -5.07488 -3.70776  -0.842
C 1.54041 -4.12397 -2.88627  0.975
C 0.17941 -4.10679 -3.01560  -0.356
N -0.10543 -5.08147 -3.94803  -0.068
C -0.67209 -3.21295 -2.28758  1.475
C -2.06632 -3.11721 -2.38622  -0.941
C -2.73086 -2.19786 -1.61392  -1.416
C -2.00321 -1.37346 -0.75461  -0.657
N -0.68999 -1.45186 -0.65968  0.975
C -0.02870 -2.35174 -1.39461  -0.739
C 1.42076 -2.38092 -1.22255  0.111
N 1.95332 -1.53670 -0.31372  0.964
C 3.26483 -1.45678 -0.19204  -0.074
C 4.12963 -2.26963 -0.93026  -1.312
C 3.60311 -3.17488 -1.80661  -0.585
C 2.21004 -3.23537 -1.97610  0.473
H 2.72447 -10.96274 -9.26847  0.239
H 3.43157 -10.61046 -7.67681  0.337
H 3.47470 -9.38049 -8.96612  0.339
H 3.65293 -8.46942 -6.86831  0.379
H 3.33252 -6.68071 -5.20930  0.475
H -0.90321 -7.00933 -5.65991  0.259
H -0.59308 -8.78824 -7.32048  0.410
H -1.01484 -5.34297 -4.28261  0.168
H -2.61543 -3.76101 -3.06320  0.397
H -3.80707 -2.10341 -1.65472  0.545
H -2.49058 -0.64303 -0.12083  0.616
H 3.62923 -0.72691 0.51955  0.028
H 5.19590 -2.17560 -0.78439  0.527
H 4.23255 -3.83916 -2.38439  0.584
C 5.40262 2.51576 -2.46487  -0.856
Si 3.75860 2.51636 -3.38214  0.423
C 4.13187 1.92284 -5.13431  -1.151
C 3.25073 4.32634 -3.55410  -1.006
Se 2.19091 1.31860 -2.39824  -0.511
H 6.22053 2.84183 -3.11717  0.436
H 5.63210 1.51290 -2.09575  0.217
H 5.36646 3.18516 -1.60063  0.098
H 4.81065 2.60018 -5.66669  0.332
H 3.19873 1.84622 -5.69811  0.220
H 4.58684 0.92862 -5.10862  0.242
H 4.06668 4.94964 -3.93970  0.421
H 2.94054 4.72496 -2.58413  0.223
H 2.40178 4.41080 -4.24005  0.189
N -0.47431 1.16682 -0.25676  -0.066
C -1.02620 1.91818 -0.93375  0.028
N -1.62207 2.81154 -1.70059  0.206
C -0.84600 3.41577 -2.80390  -0.375
C -0.54945 4.87029 -2.48163  -0.274
C -1.83321 5.64977 -2.10345  -0.537
C -3.06628 4.74303 -2.03614  -0.970
C -2.80732 3.51215 -1.18188  -0.097
H -1.42180 3.31857 -3.72704  0.298
H 0.07483 2.83628 -2.91267  -0.174
H -0.05480 5.32175 -3.34327  0.423
H 0.16917 4.89384 -1.65989  0.001
H -2.01870 6.45180 -2.81973  0.343
H -1.70388 6.12612 -1.12981  0.207
H -3.36586 4.43373 -3.04051  0.347
H -3.91111 5.28438 -1.60618  0.463
H -3.66770 2.83889 -1.19525  0.360
H -2.63113 3.80837 -0.14391  -0.001
Cl 0.78869 -2.12837 4.73748  -0.387
Si 1.86108 -1.77043 2.96741  0.640
Cl 2.08363 -3.81937 2.24238  -0.448
Cl 3.84594 -1.49564 3.65882  -0.417

Force components x, y, z for each atom (eV/Å):
Ti -1.110 1.105 2.129
C 0.004 0.000 0.029
C 0.023 0.026 -0.010
C 0.004 0.002 -0.018
C -0.010 -0.015 0.023
C 0.036 0.053 -0.046
C -0.066 -0.015 0.057
C 0.239 0.295 0.070
N -0.065 0.249 -0.389
C 0.350 -0.294 -0.086
C -0.316 -0.063 0.336
C -0.144 -0.102 -0.022
C 0.140 -0.059 0.032
C 0.087 0.302 -0.171
C 0.206 -0.469 0.020
O -0.199 0.172 0.304
C -0.144 -0.008 -0.117
C 0.005 0.051 0.021
C -0.012 0.042 -0.029
C -0.009 -0.023 -0.024
C 0.013 -0.067 0.009
C -0.008 -0.006 -0.021
C 0.005 -0.002 0.046
C 0.000 0.028 0.016
C 0.242 -0.010 -0.229
O -0.382 0.185 0.128
C -0.119 -0.251 0.079
C 0.079 -0.030 -0.011
C 0.064 0.095 -0.001
C -0.021 -0.002 -0.017
C -0.013 -0.031 -0.024
C 0.007 0.009 0.037
H 0.012 0.000 -0.010
H -0.004 -0.022 0.002
H -0.010 0.009 -0.005
H 0.011 -0.009 -0.005
H 0.007 0.007 0.012
H -0.018 -0.010 0.004
H 0.009 -0.008 -0.002
H -0.001 0.011 -0.012
H 0.004 0.011 0.009
H -0.068 -0.023 -0.021
H 0.034 0.059 0.009
H -0.008 -0.006 -0.016
H 0.015 -0.021 -0.003
H -0.019 0.005 0.005
H 0.012 0.004 -0.012
H 0.011 -0.015 -0.016
H 0.029 -0.019 0.010
H -0.020 -0.004 0.004
H -0.004 0.006 0.014
H -0.025 -0.003 0.005
H 0.022 0.013 0.013
H -0.001 0.010 -0.019
H -0.019 0.014 -0.005
H 0.007 -0.021 0.005
H 0.020 0.020 0.003
H 0.008 -0.015 -0.011
H -0.015 0.006 -0.010
H -0.013 0.006 0.002
H -0.004 -0.009 -0.022
H 0.014 -0.008 0.009
H 0.002 0.000 0.001
H -0.004 -0.008 0.015
H 0.013 -0.005 -0.004
H -0.001 0.016 0.001
H -0.012 -0.004 0.017
H 0.007 0.020 -0.015
H -0.020 -0.002 0.010
H -0.002 -0.017 -0.023
H -0.016 0.001 -0.001
H 0.018 0.010 0.002
C -0.080 0.045 0.042
O 0.037 -0.037 -0.036
C 0.045 0.005 0.014
C -0.066 0.057 0.047
C 0.143 -0.094 -0.069
C -0.076 0.216 0.186
C -0.084 -0.052 -0.033
C 0.020 0.018 0.016
C -0.002 -0.225 -0.236
N -0.040 0.130 0.127
C 0.362 -0.039 0.021
C -0.345 0.012 -0.018
N -0.066 0.082 0.085
C -0.165 -0.239 -0.254
C 0.173 -0.118 -0.084
C -0.082 0.135 0.094
C 0.035 0.011 -0.019
N 0.119 -0.303 -0.267
C 0.489 0.054 0.119
C -0.201 0.013 -0.013
N 0.323 -0.351 -0.617
C 0.118 0.018 -0.073
C 0.024 0.210 0.185
C -0.186 -0.166 -0.178
C 0.319 -0.192 -0.189
H -0.019 -0.009 -0.008
H 0.012 -0.008 0.016
H 0.014 0.014 -0.011
H 0.023 -0.005 -0.007
H -0.010 -0.007 -0.017
H 0.019 0.003 -0.012
H 0.004 0.004 0.003
H 0.030 0.005 -0.008
H 0.002 -0.004 0.008
H 0.002 0.000 -0.013
H 0.002 0.007 0.016
H 0.023 -0.017 0.019
H -0.007 0.016 -0.001
H -0.019 0.006 -0.006
C 0.148 0.012 0.097
Si -0.173 -0.106 -0.035
C 0.053 -0.015 -0.104
C 0.002 0.146 -0.041
Se 0.069 -0.091 -0.016
H -0.015 0.017 0.033
H 0.010 0.021 -0.025
H -0.002 -0.043 -0.005
H -0.025 -0.034 0.031
H 0.036 -0.003 -0.015
H -0.028 0.021 -0.009
H -0.047 -0.027 0.008
H 0.010 0.000 -0.027
H 0.019 0.016 0.030
N -0.010 -0.221 -0.389
C 0.097 0.421 -0.006
N 0.048 -0.200 -0.092
C -0.069 -0.020 0.099
C -0.043 0.018 0.011
C 0.005 -0.072 -0.008
C 0.018 0.041 0.031
C 0.111 0.012 0.001
H -0.020 -0.004 -0.012
H 0.005 0.005 0.001
H 0.018 0.016 0.022
H 0.010 -0.010 -0.001
H -0.016 0.014 0.006
H 0.015 0.022 0.004
H -0.004 -0.005 0.005
H -0.014 0.002 -0.028
H -0.017 -0.013 -0.002
H 0.032 0.023 0.024
Cl 0.059 0.191 -0.017
Si 0.106 -0.943 -0.525
Cl -0.046 0.191 0.073
Cl -0.093 0.250 -0.008

Calculated values
Lowest unoccupied orbital energy, eV: 1.4
Largest force on an atom, eV/Å: 2.64
Charge: -1
Energy relative to the best compared isomer or geometry (same formula, charge and spin), kJ/mol: 85.43
Kohn-Sham gap, eV: 5.48
Electronic energy, a.u.: -8035.80833